[1]
An isolated molecule of C4H8N2O. Source: the Open Molecules 2025 dataset; level of theory: ωB97M-V with the def2-TZVPD basis set.

```
! RIJCOSX wB97M-V def2-TZVPD def2/J DEFGRID3
* xyz 0 1
N 1.35963 -0.80348 -0.92489
C 0.42686 -0.65744 0.11962
O 0.45564 -1.82963 0.87174
C 0.58436 0.69768 0.83554
N -0.81146 1.12711 0.71345
C -1.23726 -0.14461 0.09046
C -1.21759 1.08653 -0.69398
H 1.66232 -1.71809 -1.22295
H 1.91776 -0.02768 -1.24321
H 0.84860 0.53519 1.88367
H 1.29352 1.40010 0.38192
H -0.47111 -1.89530 1.11961
H -2.22155 -0.50923 0.45409
H -0.47532 1.07450 -1.48858
H -2.11440 1.66436 -0.89647
*
```

Results
Kohn-Sham gap: 10.1 eV
lowest unoccupied orbital energy: 0.0364 hartree
SMILES: N[C@@]1(O)CN2C[C@H]21

[2]
A cluster of 13 separate species, C78H145N5O42P8 in total. Source: the Open Molecules 2025 dataset; level of theory: ωB97M-V with the def2-TZVPD basis set.

```
! RIJCOSX wB97M-V def2-TZVPD def2/J DEFGRID3
* xyz 0 1
C -3.88274 -6.77704 0.86426
C -4.74758 -5.70600 0.02975
O -3.88062 -5.19304 -0.98531
P -3.41502 -5.99880 -2.27483
O -2.52611 -7.17650 -2.05215
O -2.68506 -4.89468 -3.12783
C -1.28313 -4.53962 -2.79814
C -1.19232 -3.16060 -2.18791
O -4.77414 -6.33220 -3.07716
C -4.56397 -6.83500 -4.39720
C -5.94683 -7.24264 -5.00390
H -4.34222 -7.30252 1.75767
H -3.50741 -7.53736 0.20565
H -2.97557 -6.24507 1.20718
H -5.70736 -6.13083 -0.36494
H -4.99287 -4.83524 0.67237
H -0.88916 -5.25580 -2.13030
H -0.66650 -4.51309 -3.70295
H -1.72524 -3.03371 -1.25730
H -0.12247 -2.90013 -2.04756
H -1.58113 -2.32771 -2.84317
H -4.01174 -6.07168 -4.93144
H -3.88390 -7.67687 -4.24688
H -6.58900 -6.38778 -4.80148
H -5.72313 -7.31148 -6.08558
H -6.25089 -8.20502 -4.57166
C 0.49121 5.67780 0.84933
C 1.48060 6.77006 0.57496
O 2.84324 6.44012 1.11087
P 3.40669 7.19452 2.37610
O 4.82384 6.91449 2.49725
O 3.00276 8.72569 2.20886
C 3.63811 9.48622 1.14218
C 2.94081 10.75003 0.84243
O 2.42851 6.81075 3.53953
C 2.52839 5.51545 4.20122
C 1.40719 5.58701 5.26294
H 0.94716 4.71108 0.55514
H 0.27891 5.67105 1.92660
H -0.39306 5.97733 0.24464
H 1.62526 6.80483 -0.51174
H 1.15646 7.65726 1.08937
H 4.66351 9.69952 1.49868
H 3.75679 8.85381 0.28358
H 1.88173 10.60374 0.61638
H 2.86033 11.41715 1.67148
H 3.48286 11.14344 -0.02005
H 2.23899 4.73313 3.50727
H 3.57766 5.42822 4.61372
H 0.48695 5.75771 4.75021
H 1.44503 4.68708 5.87647
H 1.48412 6.45187 5.92035
C -3.11483 9.70527 -2.10026
C -2.65424 8.34642 -2.62990
O -3.33293 7.35476 -1.79706
P -3.39732 5.86802 -2.21903
O -3.78557 5.42858 -3.53604
O -1.95067 5.46012 -1.87778
C -1.25022 4.40660 -2.45444
C -0.42028 4.99080 -3.53095
O -4.32055 5.39605 -1.04250
C -4.57978 3.93726 -0.98937
C -6.01325 3.90107 -0.55762
H -4.16314 9.87324 -2.42408
H -2.97228 9.76132 -1.00289
H -2.43350 10.41941 -2.48595
H -2.87699 8.21570 -3.66959
H -1.56193 8.27548 -2.47084
H -0.68409 3.86737 -1.70896
H -1.92260 3.66347 -2.82572
H 0.29361 4.28776 -3.99121
H -0.96597 5.34795 -4.38395
H 0.17712 5.86700 -3.20649
H -4.54978 3.55060 -1.99651
H -3.95731 3.36633 -0.28968
H -6.63533 4.34447 -1.33247
H -6.22163 2.81682 -0.54293
H -6.25506 4.32680 0.43845
C -0.70639 -1.02637 -5.58060
C 0.25468 -0.14960 -4.78933
O 1.62106 -0.72488 -4.82073
P 2.85856 0.08490 -5.30730
O 2.88033 1.45196 -4.84117
O 3.99594 -0.95311 -4.88370
C 5.33829 -0.54324 -4.50151
C 6.33565 -0.94626 -5.67311
O 2.94228 0.03685 -6.91221
C 3.06935 -1.17952 -7.73559
C 3.32372 -0.76940 -9.13562
H -0.49472 -1.19533 -6.61827
H -0.80190 -1.95970 -5.06536
H -1.71434 -0.72918 -5.38020
H 0.35247 0.72505 -5.36597
H -0.01383 -0.02373 -3.73816
H 5.41631 0.51465 -4.25952
H 5.52578 -1.17708 -3.61565
H 6.24583 -1.95304 -6.11173
H 6.12601 -0.25583 -6.47935
H 7.24570 -0.74364 -5.12800
H 3.82852 -1.82992 -7.28325
H 2.12585 -1.74295 -7.70533
H 3.41309 -1.73041 -9.69656
H 2.58583 -0.04022 -9.50706
H 4.25829 -0.21807 -9.28751
C 5.88822 -5.24986 5.94034
C 4.59235 -4.47755 5.88668
O 3.43038 -5.22466 5.41869
P 3.17113 -5.47958 3.85514
O 1.83068 -5.90937 3.53380
O 4.24425 -6.49338 3.39585
C 4.61492 -6.42906 1.99918
C 5.22069 -7.74487 1.55411
O 3.64442 -4.12497 3.14300
C 2.73089 -3.10574 2.75552
C 2.06571 -2.49631 4.00108
H 6.64576 -4.64941 6.47545
H 5.72850 -6.21325 6.35174
H 6.27506 -5.33954 4.94860
H 4.31576 -4.18965 6.88658
H 4.69700 -3.53929 5.33084
H 3.66959 -6.25345 1.45023
H 5.32393 -5.60734 1.88995
H 6.14940 -7.94669 2.09627
H 4.48459 -8.54808 1.53195
H 5.50178 -7.67303 0.51384
H 3.38160 -2.32466 2.28479
H 1.93388 -3.48275 2.07199
H 1.28289 -3.13022 4.38546
H 2.73959 -2.37672 4.86482
H 1.67681 -1.47721 3.73246
C 0.58691 -2.24461 8.92131
C 0.04904 -0.85468 8.78184
O -1.39761 -0.86996 8.35790
P -1.81719 0.03822 7.08505
O -1.11862 1.32780 6.87934
O -1.54483 -0.99265 5.94173
C -1.57279 -0.59435 4.54699
C -2.94214 -0.10680 4.13662
O -3.32775 0.04686 7.25845
C -3.93139 0.80159 8.36516
C -5.40426 0.75107 8.11752
H 0.02492 -2.68601 9.74361
H 0.42214 -2.86391 8.05110
H 1.63953 -2.15135 9.25417
H 0.14549 -0.29658 9.72865
H 0.55644 -0.33722 7.95319
H -0.81103 0.17634 4.43642
H -1.34231 -1.51561 3.95633
H -3.26661 0.86664 4.53595
H -2.89953 -0.08309 3.04213
H -3.66500 -0.86898 4.40731
H -3.56378 0.38459 9.33672
H -3.46251 1.80230 8.28645
H -5.86008 1.56247 8.64886
H -5.60711 0.93384 7.04769
H -5.70022 -0.31588 8.23952
C -3.79222 2.98997 -6.11404
C -4.37588 2.07429 -5.14317
O -3.32705 1.66610 -4.16537
P -3.87138 0.71502 -3.04802
O -5.23002 0.89288 -2.59144
O -3.55071 -0.78859 -3.58123
C -4.64752 -1.78998 -3.44294
C -5.41211 -1.95422 -4.70621
O -2.77069 0.90676 -1.95730
C -2.92788 0.05330 -0.76468
C -4.05463 0.48652 0.18159
H -4.45358 3.21296 -6.93688
H -3.63398 3.95308 -5.64308
H -2.79652 2.61975 -6.61055
H -5.19247 2.44437 -4.57649
H -4.72780 1.21003 -5.68326
H -4.09517 -2.68557 -3.16097
H -5.24838 -1.52488 -2.54376
H -5.83838 -2.93915 -4.80062
H -6.07280 -1.11581 -4.88525
H -4.64937 -1.92975 -5.50259
H -3.04349 -1.03028 -1.05630
H -1.92598 0.06741 -0.33683
H -4.32620 -0.28376 0.84549
H -3.89147 1.34611 0.79084
H -5.03927 0.72558 -0.31172
C 0.72245 -7.54884 -4.58446
C 0.47045 -8.11265 -3.20318
O 1.62166 -7.99513 -2.37625
P 1.61589 -7.31765 -0.97763
O 2.92386 -7.21372 -0.31908
O 0.98984 -5.82812 -1.28311
C 1.98441 -4.74721 -1.16603
C 2.69620 -4.50943 -2.52202
O 0.45193 -8.03948 -0.22478
C 0.37123 -7.81444 1.16264
C 0.23017 -9.17863 1.94973
H -0.05323 -7.86872 -5.25122
H 0.73952 -6.49387 -4.48692
H 1.63464 -7.98538 -5.00973
H -0.34403 -7.65935 -2.68403
H 0.29525 -9.19731 -3.28131
H 1.32272 -3.92764 -0.93091
H 2.67240 -4.97628 -0.38710
H 3.47905 -3.78167 -2.53905
H 3.18640 -5.38862 -2.98231
H 1.93185 -4.18919 -3.24538
H 1.25290 -7.23046 1.49616
H -0.58630 -7.24153 1.35479
H -0.52750 -9.81084 1.47553
H 1.17725 -9.73560 1.98247
H -0.08255 -9.02174 2.94495
C 3.76536 5.57674 -6.95944
C 3.59393 4.41223 -6.22116
C 3.33811 4.41995 -4.83605
C 3.17550 5.65867 -4.31003
C 3.38903 6.88224 -4.98610
C 3.70102 6.83153 -6.34214
N 2.70747 5.84640 -2.97978
O 2.48431 7.02145 -2.71154
O 2.57401 4.90187 -2.21509
H 3.81551 5.44017 -8.03925
H 3.61996 3.46868 -6.71919
H 3.16843 3.50453 -4.28063
H 3.19320 7.82403 -4.50696
H 3.93125 7.68936 -6.96466
C -2.14987 4.81241 3.29990
C -1.80459 3.80990 4.26133
C -2.17952 4.08287 5.61738
C -2.88712 5.21772 5.92922
C -3.22621 6.14190 4.97086
C -2.85690 6.00269 3.66281
N -3.22155 5.43550 7.30690
O -3.90385 6.43635 7.54689
O -2.72614 4.68549 8.11471
H -1.94527 4.64875 2.30674
H -1.31047 2.90807 3.97518
H -1.92808 3.39751 6.40698
H -3.80333 7.01298 5.23076
H -3.08283 6.71598 2.85170
C 4.97813 4.05308 -0.00165
C 4.90003 2.95156 -0.79390
C 5.02615 1.73992 -0.20741
C 5.09851 1.63178 1.21979
C 5.26166 2.79079 1.94894
C 5.23627 4.02191 1.37767
N 5.03369 0.35155 1.96949
O 4.42656 0.27101 3.01720
O 5.57357 -0.57636 1.40220
H 4.88544 5.06854 -0.43598
H 4.76100 3.09300 -1.84403
H 5.00258 0.84000 -0.83405
H 5.41671 2.67456 2.98824
H 5.42444 4.89683 1.99645
C -2.82029 -5.15116 4.88565
C -3.70398 -4.41549 4.05741
C -3.18736 -3.67055 2.99309
C -1.81586 -3.72748 2.78103
C -0.92218 -4.46172 3.56725
C -1.47117 -5.28749 4.57616
N -1.35693 -2.86252 1.68578
O -0.25937 -3.12886 1.21860
O -2.04528 -1.92004 1.28480
H -3.21685 -5.69902 5.69499
H -4.79722 -4.37450 4.20748
H -3.80890 -3.09495 2.31322
H 0.13051 -4.49748 3.40425
H -0.75277 -5.87751 5.12220
C 2.27148 -0.26566 -1.47404
C 2.00382 -0.82410 -0.23452
C 1.19075 -0.18337 0.69604
C 0.62171 1.02338 0.24424
C 0.90047 1.63034 -0.92901
C 1.72164 0.99493 -1.85049
N -0.37774 1.72743 1.06768
O -0.95774 2.70981 0.61742
O -0.44268 1.33138 2.23788
H 2.96803 -0.70378 -2.13497
H 2.56666 -1.76086 0.13632
H 0.89793 -0.61110 1.65470
H 0.40958 2.54537 -1.18962
H 2.00481 1.44918 -2.79746
*
```

Results
Kohn-Sham gap: 8.6 eV
lowest unoccupied orbital energy: -0.0282 hartree

[3]
A structure of composition C32H38CuN12S. Source: the Open Molecules 2025 dataset; level of theory: ωB97M-V with the def2-TZVPD basis set.

```
! RIJCOSX wB97M-V def2-TZVPD def2/J DEFGRID3
* xyz 0 2
Cu -0.22775 0.05216 -0.14226
C 0.89967 2.55679 0.97251
N 1.34208 1.86515 2.15524
C 2.59131 2.26426 2.77700
C 2.65125 1.31782 3.96038
N 1.84934 0.18339 3.51229
C 1.55979 -0.79480 4.54487
C 1.00777 0.58185 2.48968
N 0.06844 -0.08306 1.88992
C -0.27247 -1.43201 2.32225
C -1.47832 -1.94445 1.54779
N -1.12891 -1.95764 0.14164
C -1.80870 -2.60784 -0.73190
N -3.04750 -3.21097 -0.62311
C -4.09568 -2.64488 0.21682
C -3.47951 -3.65339 -1.94620
C -2.18058 -3.72167 -2.73534
N -1.33290 -2.79560 -2.01419
C 0.08444 -2.80995 -2.29429
H 1.00558 3.62882 1.13858
H -0.14956 2.34989 0.79161
H 1.49133 2.29021 0.08850
H 2.55404 3.31253 3.07310
H 3.43638 2.11494 2.09972
H 2.20668 1.76726 4.85791
H 3.66587 0.99520 4.19103
H 2.41554 -0.81112 5.21808
H 1.44601 -1.79491 4.14164
H 0.67383 -0.53285 5.13358
H -0.52514 -1.46109 3.38365
H 0.56477 -2.11747 2.14003
H -2.32969 -1.29325 1.76639
H -1.71179 -2.95484 1.90390
H -4.23571 -1.57700 0.02241
H -3.88272 -2.78873 1.27138
H -5.02060 -3.17397 -0.00738
H -4.17002 -2.92252 -2.38397
H -3.98897 -4.61505 -1.88625
H -2.30777 -3.41168 -3.77402
H -1.75149 -4.73217 -2.72887
H 0.25315 -2.48563 -3.32367
H 0.50079 -3.81774 -2.17217
H 0.60579 -2.13630 -1.62133
S -2.47465 0.86684 0.10118
C -2.36656 2.60608 -0.20863
C -2.33833 3.50407 0.86264
C -2.26162 4.87174 0.65203
C -2.21631 5.38037 -0.63811
C -2.26509 4.50421 -1.71366
C -2.34627 3.13704 -1.50125
H -2.37794 3.10741 1.87011
H -2.23909 5.54398 1.50113
H -2.15824 6.44819 -0.80449
H -2.24904 4.88871 -2.72626
H -2.40635 2.46937 -2.34848
N 5.36674 1.87706 -0.64707
C 4.71438 1.04287 -0.17826
N 4.01932 0.08893 0.43040
C 2.84018 -0.15150 -0.01670
N 1.76046 -0.42742 -0.37428
N 0.96395 0.92209 -7.16963
C 0.66122 0.71815 -8.49851
C 1.34248 1.01296 -9.67513
C 0.71706 0.65990 -10.85346
C -0.54273 0.03746 -10.86319
C -1.21224 -0.24968 -9.69263
C -0.59610 0.09849 -8.49010
N -1.03552 -0.06795 -7.18994
C -0.08825 0.42877 -6.44250
C -0.13246 0.45760 -4.97730
C 0.92467 0.91990 -4.20075
C 0.81477 0.87994 -2.82425
N -0.27680 0.43917 -2.19559
C -1.30526 0.02320 -2.94114
C -1.27222 0.00514 -4.32095
H 1.80168 1.33737 -6.80535
H 2.31235 1.49263 -9.67431
H 1.20758 0.86760 -11.79527
H -0.99230 -0.21939 -11.81313
H -2.18281 -0.72665 -9.69262
H 1.84244 1.29772 -4.62989
H 1.63086 1.20428 -2.19633
H -2.17955 -0.28176 -2.38237
H -2.11927 -0.34998 -4.88963
*
```

Results
Kohn-Sham gap (alpha / beta): 7.0 / 7.1 eV
lowest unoccupied orbital energy (alpha / beta): -0.0152 / -0.0171 hartree
expectation value of S²: 0.76

[4]
An isolated molecule of CH4N2OS2. Source: the Open Molecules 2025 dataset; level of theory: ωB97M-V with the def2-TZVPD basis set.

```
! RIJCOSX wB97M-V def2-TZVPD def2/J DEFGRID3
* xyz 0 1
C 0.57705 -0.15129 -0.72395
N -1.93139 0.65092 -0.44278
N -0.83121 -0.01215 0.07291
O -2.96563 0.64234 0.20399
S 1.45228 1.31811 -0.28955
S 1.44916 -1.61443 -0.05106
H 0.37736 -0.51318 -1.68665
H -0.98880 -0.52987 0.86338
H 1.17927 1.13945 0.95377
H 1.68192 -0.92991 1.09994
*
```

Results
Kohn-Sham gap: 9.8 eV
lowest unoccupied orbital energy: 0.0155 hartree
SMILES: O=NNC(S)S